{
  "formula": "C47H88O24S5",
  "method": "ωB97M-V/def2-TZVPD",
  "largest_force_ha_per_bohr": 0.0378,
  "relative_energy_kcal_mol": 0.0,
  "homo_energy_ev": -9.11,
  "e_lumo_ev": 0.004,
  "orbital_gap_ev": 9.12,
  "energy_ev": -153481.7329,
  "species": ["C", "C", "C", "O", "C", "O", "O", "H", "H", "H", "H", "H", "H", "C", "C", "C", "O", "C", "O", "O", "H", "H", "H", "H", "H", "H", "C", "C", "C", "O", "C", "O", "O", "H", "H", "H", "H", "H", "H", "C", "C", "O", "C", "H", "H", "H", "H", "H", "H", "C", "C", "O", "C", "H", "H", "H", "H", "H", "H", "C", "C", "O", "C", "H", "H", "H", "H", "H", "H", "C", "C", "O", "C", "H", "H", "H", "H", "H", "H", "C", "C", "O", "C", "H", "H", "H", "H", "H", "H", "C", "C", "C", "S", "O", "O", "C", "H", "H", "H", "H", "H", "H", "H", "H", "C", "C", "C", "S", "O", "O", "C", "H", "H", "H", "H", "H", "H", "H", "H", "C", "C", "C", "S", "O", "O", "C", "H", "H", "H", "H", "H", "H", "H", "H", "C", "C", "C", "S", "O", "O", "C", "H", "H", "H", "H", "H", "H", "H", "H", "C", "C", "C", "S", "O", "O", "C", "H", "H", "H", "H", "H", "H", "H", "H"],
  "positions_angstrom": [[-0.860, 2.773, -5.119], [-0.876, 1.637, -4.116], [-1.635, 0.405, -4.620], [-0.851, -0.659, -4.087], [0.385, -0.228, -3.781], [1.297, -0.930, -3.474], [0.437, 1.110, -3.914], [-0.496, 2.419, -6.089], [-0.259, 3.654, -4.898], [-1.862, 3.177, -5.294], [-1.228, 1.986, -3.146], [-1.729, 0.278, -5.697], [-2.607, 0.449, -4.133], [-0.504, -5.338, 5.209], [0.374, -5.871, 4.097], [-0.055, -7.211, 3.528], [0.172, -7.035, 2.140], [0.199, -5.745, 1.834], [0.222, -5.297, 0.730], [0.291, -4.993, 2.945], [-1.516, -5.157, 4.835], [-0.287, -4.353, 5.622], [-0.521, -6.072, 6.016], [1.415, -5.903, 4.425], [-1.110, -7.422, 3.726], [0.529, -8.046, 3.905], [1.549, 6.476, 0.230], [1.538, 5.344, -0.777], [0.231, 4.558, -0.947], [0.118, 4.489, -2.377], [1.113, 5.183, -2.982], [1.224, 5.248, -4.168], [1.878, 5.812, -2.094], [2.569, 6.868, 0.223], [1.433, 6.067, 1.234], [0.817, 7.238, -0.021], [2.334, 4.616, -0.590], [-0.603, 5.102, -0.504], [0.395, 3.605, -0.458], [1.709, -5.118, -3.513], [3.034, -4.776, -2.888], [4.060, -5.346, -3.163], [2.981, -3.682, -1.841], [0.928, -5.240, -2.759], [1.788, -6.049, -4.074], [1.326, -4.348, -4.187], [3.990, -3.398, -1.550], [2.504, -4.107, -0.954], [2.436, -2.836, -2.260], [-3.011, -0.786, 3.336], [-3.228, -1.911, 2.317], [-4.086, -1.892, 1.465], [-2.437, -3.197, 2.488], [-3.050, 0.162, 2.805], [-2.074, -1.023, 3.832], [-3.869, -0.886, 4.002], [-1.414, -2.998, 2.822], [-2.316, -3.623, 1.494], [-2.829, -3.874, 3.246], [2.785, -0.414, 5.654], [2.326, -1.315, 4.529], [3.094, -1.580, 3.638], [0.929, -1.842, 4.588], [3.164, -1.108, 6.418], [1.982, 0.125, 6.158], [3.623, 0.241, 5.438], [0.841, -2.582, 5.381], [0.681, -2.249, 3.606], [0.209, -1.030, 4.717], [-2.720, -6.558, -3.284], [-2.816, -5.193, -2.603], [-3.503, -4.300, -3.030], [-1.975, -5.021, -1.355], [-2.802, -7.306, -2.489], [-1.748, -6.769, -3.722], [-3.615, -6.621, -3.899], [-1.664, -5.993, -0.984], [-2.547, -4.503, -0.585], [-1.110, -4.403, -1.596], [-5.980, 3.473, 2.149], [-4.680, 2.727, 2.277], [-4.254, 2.347, 3.349], [-3.907, 2.461, 1.006], [-6.741, 2.734, 1.885], [-5.936, 4.237, 1.378], [-6.175, 3.898, 3.133], [-3.974, 1.399, 0.755], [-2.843, 2.682, 1.078], [-4.294, 2.996, 0.141], [0.019, -1.716, 0.280], [-0.984, -0.972, -0.592], [-0.838, 0.534, -0.365], [0.955, 0.790, 0.087], [1.097, 1.312, 1.426], [1.656, 1.456, -0.990], [1.336, -0.989, 0.165], [0.171, -2.743, -0.055], [-0.294, -1.731, 1.329], [-1.990, -1.292, -0.298], [-0.935, -1.387, -1.601], [-1.395, 0.948, 0.474], [-1.075, 1.184, -1.202], [2.119, -1.103, 0.912], [1.785, -1.106, -0.826], [-0.059, 2.475, 5.527], [1.230, 2.700, 4.723], [0.988, 4.003, 3.961], [-0.756, 3.859, 3.424], [-0.834, 3.453, 2.051], [-1.458, 5.050, 3.836], [-1.210, 2.523, 4.536], [-0.270, 3.261, 6.257], [-0.034, 1.521, 6.056], [1.311, 1.894, 3.986], [2.138, 2.654, 5.322], [1.547, 4.104, 3.032], [1.097, 4.868, 4.610], [-1.301, 1.626, 3.917], [-2.206, 2.646, 4.954], [4.853, 1.291, 2.949], [4.764, 2.741, 2.387], [4.333, 2.485, 0.961], [5.267, 1.063, 0.257], [6.514, 1.468, -0.371], [4.349, 0.171, -0.443], [5.614, 0.401, 1.973], [3.824, 0.940, 3.034], [5.352, 1.337, 3.916], [5.769, 3.172, 2.369], [4.101, 3.408, 2.931], [4.274, 3.271, 0.209], [3.343, 2.026, 1.009], [6.696, 0.511, 2.036], [5.296, -0.636, 2.024], [3.322, 3.196, -5.567], [3.383, 1.711, -5.166], [3.617, 1.648, -3.662], [4.862, 2.961, -3.370], [6.237, 2.554, -3.537], [4.498, 3.668, -2.143], [4.388, 3.980, -4.830], [2.348, 3.626, -5.328], [3.439, 3.298, -6.646], [4.170, 1.220, -5.741], [2.442, 1.216, -5.406], [3.959, 0.734, -3.185], [2.702, 2.004, -3.188], [5.308, 4.199, -5.371], [4.144, 4.922, -4.336], [-5.307, -0.904, -4.234], [-5.735, -1.771, -3.039], [-5.077, -1.213, -1.778], [-5.257, 0.603, -2.010], [-3.973, 1.271, -1.785], [-6.420, 1.058, -1.280], [-5.620, 0.507, -3.769], [-5.834, -1.164, -5.149], [-4.235, -1.032, -4.392], [-5.670, -2.842, -3.231], [-6.831, -1.713, -2.972], [-4.025, -1.490, -1.717], [-5.539, -1.563, -0.859], [-5.090, 1.274, -4.337], [-6.678, 0.736, -3.909]],
  "forces_ev_per_angstrom": [[0.05, 0.31, -0.69], [0.14, 0.65, -1.01], [-0.14, 0.63, 1.16], [-0.40, -0.82, 0.04], [-0.06, 0.62, -0.35], [-0.03, -0.10, 0.15], [0.58, -0.09, 0.14], [-0.05, -0.20, 0.04], [0.16, -0.31, 0.59], [-0.15, -0.30, 0.16], [-0.23, -0.09, 0.01], [0.15, 0.24, -0.07], [-0.13, -0.51, -0.17], [-0.75, 0.09, -0.11], [0.08, 0.98, 0.46], [-0.13, 0.05, 0.44], [-0.32, -1.14, -0.36], [0.72, 0.92, -0.32], [-0.19, -0.11, -0.04], [-0.12, -0.28, 0.53], [-0.08, -0.61, -0.06], [0.83, -0.21, -0.08], [-0.15, 0.09, 0.08], [0.08, 0.06, -0.16], [-0.04, 0.08, -0.18], [0.13, 0.02, -0.15], [0.86, -0.63, -0.35], [0.69, -0.56, 0.39], [0.92, 1.13, 0.03], [-0.16, -0.57, 0.21], [-0.52, 0.13, 0.17], [0.13, 0.06, -0.13], [-0.42, 0.23, -0.13], [-0.17, 0.42, -0.08], [-0.47, 0.06, -0.02], [-0.04, 0.06, 0.19], [-0.01, 0.15, 0.46], [-0.25, -0.19, -0.25], [-0.52, -0.34, -0.39], [-0.48, -0.57, -0.37], [-0.05, 0.48, 0.49], [0.00, -0.21, -0.23], [0.40, -0.36, -0.21], [0.16, 0.01, 0.19], [0.07, 0.05, -0.01], [0.31, 0.21, 0.04], [0.00, 0.12, -0.14], [-0.34, 0.24, -0.05], [-0.13, 0.08, 0.32], [-0.20, -1.29, -1.24], [-0.52, -0.70, 0.62], [0.11, 0.63, -0.15], [1.29, 0.68, -0.18], [0.09, 0.22, 0.35], [0.00, 0.56, 0.30], [0.13, 0.33, 0.25], [-0.09, 0.14, 0.08], [-0.35, -0.51, 0.18], [-0.49, -0.04, -0.26], [-0.10, -0.59, 1.00], [0.72, 1.12, 0.02], [-0.10, -0.32, -0.32], [-0.42, 0.20, -0.85], [-0.01, 0.03, 0.04], [-0.07, 0.08, -0.22], [-0.11, -0.01, -0.48], [-0.16, 0.04, 0.03], [0.18, -0.48, 0.18], [0.13, 0.04, 0.51], [-0.83, 0.33, 1.16], [0.90, -0.32, 0.16], [-0.33, 0.13, -0.18], [-0.38, -0.10, -0.18], [-0.14, -0.04, -0.03], [-0.11, 0.33, -0.50], [0.48, -0.30, -0.61], [0.29, 0.13, 0.13], [-0.04, 0.05, -0.07], [0.10, -0.10, 0.04], [0.29, -0.24, 0.53], [0.76, 0.15, -0.50], [-0.13, -0.01, 0.07], [-0.09, -0.18, -0.39], [-0.14, 0.13, -0.03], [-0.03, 0.00, -0.03], [-0.34, 0.05, -0.13], [-0.14, -0.03, 0.11], [-0.02, 0.15, 0.43], [-0.14, 0.00, 0.09], [0.63, 0.01, 0.44], [-1.17, -0.63, 0.45], [0.97, 0.37, -0.03], [-0.51, -1.20, -0.53], [-0.15, 0.39, 0.46], [-0.40, -0.02, 0.34], [0.65, 1.25, -1.11], [-0.23, -0.07, 0.15], [-0.07, -0.04, -0.06], [-0.04, 0.24, 0.16], [0.46, 0.84, -0.30], [-0.09, -0.40, 0.21], [0.14, -0.13, -0.21], [-0.20, -0.21, 0.17], [0.05, -0.43, 0.08], [-0.17, -0.29, 0.22], [-0.42, -0.18, -0.35], [-0.18, -0.52, -0.29], [-0.27, 0.78, 1.07], [0.11, -0.18, -0.47], [0.07, 0.09, -0.07], [-0.08, -0.79, -0.60], [0.47, 0.02, 0.13], [-0.07, 0.04, 0.04], [0.02, -0.04, 0.01], [-0.02, 0.39, 0.08], [0.19, 0.03, 0.12], [-0.17, 0.14, -0.15], [0.38, 0.00, -0.02], [0.08, 0.56, 0.01], [-0.08, 0.97, 0.07], [1.39, -0.98, -0.94], [-1.03, -0.51, -1.10], [0.03, 0.30, 1.20], [-0.96, -0.35, 0.52], [0.59, 0.54, 0.32], [-0.01, 0.43, -0.97], [0.06, -0.24, 0.28], [-0.15, -0.37, 0.13], [-0.05, 0.19, 0.23], [-0.17, -0.14, 0.03], [0.40, 0.14, 0.15], [-0.15, 0.18, -0.10], [0.02, -0.15, 0.25], [0.11, -0.05, -0.06], [-0.47, 0.33, -0.21], [0.25, -0.25, -0.14], [0.42, 0.88, -0.20], [-0.47, 0.51, 0.06], [-0.43, -0.35, -0.02], [0.11, -0.31, -0.50], [0.89, 0.06, 1.22], [0.02, -0.17, 0.07], [0.06, 0.00, 0.00], [0.09, -0.10, 0.17], [0.06, 0.00, -0.04], [-0.01, -0.12, -0.20], [0.19, -0.05, 0.36], [0.02, -0.47, -0.15], [-0.73, -0.01, -0.35], [0.21, -0.34, 0.92], [-1.16, -0.52, -0.54], [-0.12, -0.18, -0.52], [0.80, -0.61, 0.74], [-0.86, -0.56, -0.52], [0.32, 0.05, -0.32], [-0.22, 0.67, -0.94], [-0.02, 0.05, -0.01], [0.01, -0.01, -0.14], [1.02, 0.03, 0.28], [0.01, 0.58, 0.30], [0.13, 0.28, -0.20], [-0.17, 0.42, 0.08], [0.25, 0.08, 0.39], [-0.07, -0.13, 0.31]],
  "mulliken_charge": [-1.67, 1.04, 0.10, -0.29, -0.07, -0.46, 0.47, 0.47, 0.15, 0.32, -0.26, 0.40, -0.39, -1.22, 0.55, -0.61, -0.35, 0.32, -0.49, 0.06, 0.25, 0.20, 0.42, 0.25, 0.30, 0.32, -1.58, 1.61, 0.93, -0.28, 0.50, -0.63, -0.46, 0.44, 0.16, 0.41, -0.65, 0.25, -0.75, -0.77, 0.49, -0.60, 0.12, -0.02, 0.38, 0.32, 0.33, 0.12, -0.23, 0.17, 0.27, -0.60, 0.87, -0.37, -0.23, 0.55, -0.54, -0.79, 0.72, -1.17, 0.80, -0.56, 0.12, 0.52, 0.19, 0.16, 0.21, -0.26, -0.09, -1.26, 0.31, -0.46, 0.34, 0.39, 0.27, 0.35, 0.41, -0.03, -0.36, -1.41, 0.62, -0.53, 0.75, 0.28, 0.37, 0.41, -0.34, -0.47, 0.43, 1.13, 0.25, 0.74, -0.37, -0.25, 0.73, -1.10, -0.21, -0.76, -0.06, 0.23, -0.05, -1.07, 0.71, 0.15, -1.09, 0.38, -0.75, 0.94, -0.51, -0.79, -0.32, 0.41, 0.32, -0.34, 0.58, 0.02, 0.43, -0.16, 0.72, 0.65, -0.87, 0.37, 0.88, -0.69, -0.37, -1.26, -0.78, 0.63, 0.43, 0.27, 0.66, -0.77, 0.42, 0.43, -0.23, -0.46, 0.13, 1.03, -0.72, -0.56, -0.82, -0.21, 0.56, 0.47, 0.00, 0.62, -0.63, 0.35, 0.45, -0.21, -1.00, -0.09, 1.02, -0.35, -0.73, -1.04, 0.43, 0.04, 0.35, 0.38, -0.07, 0.56, 0.42, 0.45]
}